# 1
Below is C28H26Cl2N2O11S4Tl as an isolated structure at a distorted geometry, with properties calculated with the ωB97M-V functional and the def2-TZVPD basis.

## Properties
net charge	-1
HOMO	-5.56	eV

Positions of all 74 atoms, in Å:
Tl (-0.7055, -0.0207, 1.2263)
O (0.9416, -0.9934, -4.3574)
C (1.5685, -1.8668, -3.5400)
C (2.0872, -3.0339, -4.1066)
C (2.7241, -3.9724, -3.3180)
C (2.8611, -3.7738, -1.9447)
C (2.3583, -2.6156, -1.3866)
C (1.7161, -1.6495, -2.1641)
C (1.1829, -0.4470, -1.4666)
O (1.4123, -0.2749, -0.2638)
N (0.4459, 0.3771, -2.2769)
N (-0.0464, 1.4189, -1.6086)
C (-0.8459, 2.1891, -2.2383)
S (-1.4097, 3.5966, -1.3489)
C (-2.6633, 4.0815, -2.5628)
C (-2.8976, 2.9794, -3.5916)
S (-1.3196, 2.1618, -3.9337)
H (0.5846, -0.2746, -3.7802)
H (1.9629, -3.1786, -5.1724)
H (3.1046, -4.8785, -3.7755)
H (3.3354, -4.5172, -1.3185)
H (2.4290, -2.4360, -0.3207)
H (-2.2324, 4.9658, -3.0318)
H (-3.5533, 4.3531, -1.9925)
H (-3.2700, 3.4052, -4.5225)
H (-3.6111, 2.2495, -3.2300)
O (-4.5428, 3.7669, 0.3944)
S (-3.6130, 2.8133, 0.9129)
O (-2.9432, 3.1135, 2.1484)
O (-2.0179, 3.1637, 0.0195)
C (-4.3290, 1.2086, 1.3794)
C (-4.7432, 1.0978, 2.7004)
C (-5.3351, -0.0880, 3.1064)
C (-5.4779, -1.1498, 2.2238)
C (-5.0244, -1.0418, 0.9189)
C (-4.4461, 0.1436, 0.5030)
S (-3.6997, 0.3568, -1.0829)
O (-3.8506, 1.8475, -1.1224)
O (-4.4873, -0.2952, -2.0913)
O (-2.3289, -0.0602, -0.9312)
H (-4.6037, 1.9183, 3.3857)
H (-5.6699, -0.1870, 4.1305)
H (-5.9337, -2.0722, 2.5600)
H (-5.1045, -1.8648, 0.2212)
Cl (-2.5623, -3.1928, 2.2836)
C (-1.2322, -3.6970, 1.1925)
Cl (-1.4316, -2.9194, -0.3996)
C (0.1668, -3.3310, 1.7473)
O (0.9924, -4.2419, 1.7064)
O (0.2946, -2.1514, 2.1719)
H (-1.3354, -4.7645, 1.0505)
C (5.4138, 1.2921, -0.7296)
C (4.4581, 0.9842, 0.3907)
C (3.4865, 1.8947, 0.7713)
C (2.5667, 1.6142, 1.7753)
C (1.5237, 2.6597, 2.0808)
C (2.6503, 0.3779, 2.4338)
C (1.7225, 0.0211, 3.5264)
O (0.6460, 0.5519, 3.7229)
C (3.6375, -0.5609, 2.0675)
C (3.7344, -1.9274, 2.6982)
C (4.5175, -0.2388, 1.0485)
H (5.3804, 2.3477, -0.9989)
H (5.1612, 0.7104, -1.6190)
H (6.4386, 1.0387, -0.4530)
H (3.4249, 2.8507, 0.2613)
H (1.8501, 3.6278, 1.6993)
H (1.3038, 2.7411, 3.1427)
H (0.5774, 2.4196, 1.5874)
H (2.0460, -0.8055, 4.1759)
H (2.7796, -2.4507, 2.6567)
H (4.0445, -1.8720, 3.7458)
H (4.4746, -2.5245, 2.1668)
H (5.2602, -0.9704, 0.7464)

# 2
Below is C28H27AsBrN3O4Rh as an isolated structure at a distorted geometry, with properties calculated with the ωB97M-V functional and the def2-TZVPD basis.

## Properties
net charge	+1
HOMO (alpha / beta)	-10.02 / -10.02	eV

Positions of all 65 atoms, in Å:
Rh (1.6324, 0.5067, -0.9125)
O (2.6891, -1.5172, 3.0455)
C (2.3899, -2.7541, 2.6264)
C (2.5594, -3.8018, 3.5301)
C (2.2623, -5.0948, 3.1607)
C (1.7823, -5.3786, 1.8795)
C (1.6073, -4.3606, 0.9766)
C (1.9077, -3.0310, 1.3211)
C (1.7053, -1.9689, 0.3616)
O (2.0188, -0.7438, 0.6670)
N (1.1315, -2.2579, -0.8133)
N (0.9921, -1.2169, -1.6115)
C (0.1958, -1.3414, -2.6684)
C (-0.0958, -0.3332, -3.5891)
C (-0.9930, -0.6252, -4.6519)
C (-1.3631, 0.3211, -5.5588)
C (-0.8431, 1.6322, -5.4680)
C (0.0447, 1.9620, -4.4822)
C (0.4637, 1.0107, -3.5262)
O (1.3534, 1.3423, -2.6674)
H (2.5518, -0.9032, 2.2982)
H (2.9357, -3.5617, 4.5156)
H (2.4072, -5.8994, 3.8694)
H (1.5507, -6.3977, 1.6023)
H (1.2420, -4.5605, -0.0209)
H (-0.2655, -2.3187, -2.7842)
H (-1.3700, -1.6382, -4.7333)
H (-2.0502, 0.0692, -6.3547)
H (-1.1385, 2.3806, -6.1910)
H (0.4622, 2.9574, -4.4084)
O (5.3098, 4.8997, 1.4744)
C (4.4321, 4.0089, 1.0189)
C (3.0937, 3.9619, 1.4165)
C (2.2727, 3.0043, 0.8698)
N (2.6938, 2.0992, -0.0195)
C (3.9818, 2.1430, -0.3760)
Br (4.5299, 0.7932, -1.5846)
C (4.8817, 3.0658, 0.0940)
H (4.9147, 5.5041, 2.1114)
H (2.7002, 4.6643, 2.1396)
H (1.2279, 2.9466, 1.1445)
H (5.9118, 3.0682, -0.2308)
C (-1.8956, 2.2629, 0.0911)
As (-0.9188, 0.5733, 0.1720)
C (-0.7451, 0.3592, 2.1048)
C (-2.3429, -0.7667, -0.2254)
C (-3.6159, -0.4596, 0.4948)
C (-3.8430, -0.9293, 1.7873)
C (-5.0200, -0.6250, 2.4534)
C (-5.9927, 0.1463, 1.8340)
C (-5.7826, 0.6096, 0.5429)
C (-4.6026, 0.3109, -0.1190)
H (-2.7528, 2.2254, 0.7609)
H (-2.2410, 2.4466, -0.9256)
H (-1.2382, 3.0801, 0.3848)
H (-1.6660, 0.6652, 2.5979)
H (0.0847, 0.9561, 2.4805)
H (-0.5394, -0.6855, 2.3381)
H (-1.9296, -1.7325, 0.0681)
H (-2.4902, -0.7670, -1.3054)
H (-3.1005, -1.5570, 2.2667)
H (-5.1811, -0.9944, 3.4578)
H (-6.9158, 0.3738, 2.3502)
H (-6.5424, 1.2021, 0.0502)
H (-4.4447, 0.6691, -1.1306)

# 3
Below is C28H27Br2LuN3O10P2 as an isolated structure at a distorted geometry, with properties calculated with the ωB97M-V functional and the def2-TZVPD basis.

## Properties
net charge	-1
HOMO	-5.03	eV

Positions of all 73 atoms, in Å:
Lu (-0.2808, 0.0225, 0.2882)
O (-1.0356, 1.0801, -1.3495)
C (-1.0501, 2.3823, -1.4164)
C (-0.3990, 3.0180, -2.5063)
C (-0.4013, 4.3988, -2.6204)
C (-1.0102, 5.1717, -1.6412)
C (-1.5812, 4.5490, -0.5559)
C (-1.6479, 3.1827, -0.4033)
C (-2.4419, 2.6006, 0.6764)
N (-2.2733, 1.4175, 0.9903)
C (-3.0632, 0.7634, 2.0682)
C (-2.1356, 0.2770, 3.1724)
N (-1.1475, -0.5932, 2.5827)
C (-0.8902, -1.7115, 3.1260)
C (0.0770, -2.6924, 2.6219)
C (-0.0793, -4.0106, 3.1459)
C (0.7064, -5.0539, 2.7322)
C (1.6295, -4.8179, 1.6815)
C (1.8145, -3.5658, 1.1675)
C (1.0569, -2.4466, 1.5793)
O (1.3388, -1.2707, 1.1216)
H (0.2007, 2.4283, -3.1196)
H (0.2000, 4.8620, -3.4276)
H (-1.0315, 6.2460, -1.6983)
H (-2.0075, 5.1769, 0.2082)
H (-3.1225, 3.2509, 1.1736)
H (-3.5043, -0.2195, 1.7298)
H (-3.9039, 1.3500, 2.4180)
H (-2.7523, -0.2355, 3.9492)
H (-1.5784, 1.1137, 3.6146)
H (-1.3879, -1.9248, 4.0731)
H (-0.8723, -4.2109, 3.8955)
H (0.4850, -6.0853, 3.0767)
H (2.2852, -5.6092, 1.2841)
H (2.5347, -3.3755, 0.3569)
C (1.9615, 4.1862, 0.5036)
C (2.6332, 2.8610, 0.7617)
O (3.9834, 3.2001, 1.2370)
P (1.9584, 1.8891, 2.1358)
O (2.8867, 0.6440, 2.2627)
O (2.2187, 2.7725, 3.4621)
O (0.5003, 1.5845, 1.9674)
P (2.8398, 1.8324, -0.7751)
O (4.2413, 1.1055, -0.2945)
O (3.0771, 2.6491, -1.9237)
O (1.7406, 0.8384, -0.6792)
H (2.0404, 4.7624, 1.4293)
H (0.9272, 4.0260, 0.2725)
H (2.5040, 4.7726, -0.2218)
H (4.4823, 2.3698, 1.2471)
H (2.5019, -0.1513, 1.7827)
H (3.0645, 3.1963, 3.3432)
H (4.9251, 1.1388, -0.9432)
C (2.2553, -1.7608, -2.2742)
C (0.8004, -1.9372, -2.6173)
C (0.3832, -2.3924, -3.8999)
C (-0.8626, -2.8230, -4.1883)
C (-1.7961, -2.8400, -3.1528)
C (-3.1096, -3.3594, -3.1990)
Br (-3.7631, -4.1958, -4.7928)
C (-3.9626, -3.2472, -2.1503)
C (-3.5812, -2.5453, -0.9899)
Br (-4.9194, -2.0691, 0.2309)
C (-2.3209, -2.0525, -0.8107)
O (-1.8955, -1.4488, 0.2134)
C (-1.3706, -2.2569, -1.9095)
N (-0.1066, -1.8195, -1.6673)
H (2.8057, -2.6933, -2.2980)
H (2.4540, -1.3989, -1.2594)
H (2.6996, -0.9969, -2.9336)
H (1.2110, -2.4372, -4.5959)
H (-1.1767, -3.1930, -5.1484)
H (-4.9616, -3.6785, -2.1198)

# 4
Below is C28H27Br6N5O6 as an isolated structure at a distorted geometry, with properties calculated with the ωB97M-V functional and the def2-TZVPD basis.

## Properties
net charge	0
HOMO	-8.11	eV

Positions of all 72 atoms, in Å:
N (6.5650, 5.6504, -0.8650)
C (6.8790, 5.6333, 0.4819)
C (5.6692, 5.4268, 1.2179)
C (4.6619, 5.3834, 0.2373)
C (5.2083, 5.5431, -0.9896)
H (7.1909, 5.7894, -1.6453)
H (7.9131, 5.6878, 0.7885)
H (5.6095, 5.1576, 2.2622)
H (3.6055, 5.2541, 0.4208)
H (4.8262, 5.6674, -1.9920)
N (1.9422, -2.0206, -0.8880)
C (0.7432, -2.6391, -0.5619)
C (-0.2499, -1.7789, -0.8450)
C (0.2856, -0.5551, -1.2552)
C (1.6908, -0.7434, -1.3019)
H (2.8543, -2.4461, -0.8041)
H (0.7646, -3.6756, -0.2593)
H (-1.2984, -2.0202, -0.7508)
H (-0.2313, 0.3152, -1.6319)
H (2.5553, -0.1396, -1.5350)
C (-5.1355, -7.7284, -4.1073)
Br (-6.9985, -7.4052, -3.5958)
Br (-5.0895, -8.5662, -5.9525)
Br (-4.1216, -8.6096, -2.6601)
H (-4.6279, -6.7740, -4.2475)
C (-3.1663, -0.0850, -7.3011)
Br (-4.8139, -1.0627, -7.4023)
Br (-3.5040, 1.8126, -7.0197)
Br (-1.9717, -0.4070, -8.8756)
H (-2.6527, -0.5652, -6.4682)
C (-4.2300, 2.2257, 5.9358)
C (-4.1536, 2.4843, 7.2849)
C (-2.9535, 2.6619, 7.8389)
C (-1.7718, 2.5452, 7.0265)
C (-1.8700, 2.1474, 5.6388)
C (-3.1149, 2.0457, 5.1355)
N (-0.4492, 2.8425, 7.6752)
O (0.5247, 2.3801, 7.1152)
O (-0.4138, 3.4902, 8.6842)
H (-5.1726, 2.2142, 5.4088)
H (-5.0148, 2.6204, 7.9222)
H (-2.8951, 2.8944, 8.8920)
H (-1.0171, 1.9370, 5.0106)
H (-3.2905, 1.8141, 4.0953)
C (-8.4944, 7.4979, 3.4530)
C (-7.1681, 7.4975, 3.8467)
C (-6.1648, 7.4214, 2.8605)
C (-6.5357, 7.4174, 1.4639)
C (-7.8543, 7.4476, 1.1311)
C (-8.7972, 7.3980, 2.1331)
N (-5.4822, 7.2929, 0.4392)
O (-5.7606, 7.5521, -0.7260)
O (-4.4171, 6.8989, 0.8322)
H (-9.2846, 7.6173, 4.1795)
H (-6.9088, 7.6083, 4.8893)
H (-5.1324, 7.3329, 3.1648)
H (-8.2957, 7.3198, 0.1538)
H (-9.8591, 7.5160, 1.9749)
C (9.3947, -9.5809, -5.0573)
C (8.7837, -8.4611, -4.5243)
C (7.6722, -8.6936, -3.6983)
C (7.2686, -9.9980, -3.3967)
C (7.9190, -11.0365, -4.0429)
C (8.9874, -10.8831, -4.8759)
N (6.0646, -10.2897, -2.5796)
O (5.3418, -9.3633, -2.3386)
O (5.7906, -11.4809, -2.3530)
H (10.2483, -9.3556, -5.6793)
H (9.1837, -7.4804, -4.7357)
H (7.1701, -7.8826, -3.1918)
H (7.6187, -12.0689, -3.9409)
H (9.4303, -11.6458, -5.4992)

# 5
Below is C28H27BrN4O2PdS as an isolated structure at a distorted geometry, with properties calculated with the ωB97M-V functional and the def2-TZVPD basis.

## Properties
net charge	+2
HOMO (alpha / beta)	-14.27 / -14.27	eV

Positions of all 64 atoms, in Å:
Pd (0.2659, -0.1607, 1.1747)
O (-2.6660, 2.7440, 6.0923)
C (-2.0106, 2.2907, 5.0274)
C (-1.3009, 3.1030, 4.1401)
C (-0.6619, 2.5092, 3.0780)
N (-0.6833, 1.1856, 2.8568)
C (-1.3788, 0.4429, 3.7144)
Br (-1.3519, -1.3964, 3.3144)
C (-2.0565, 0.9121, 4.8083)
H (-2.5909, 3.7025, 6.1847)
H (-1.2504, 4.1761, 4.2747)
H (-0.0999, 3.1060, 2.3691)
H (-2.6088, 0.2619, 5.4718)
C (-0.5053, 3.6962, -2.5623)
C (-1.8078, 3.0778, -2.0818)
N (-1.9000, 1.6335, -2.3840)
C (-2.4601, 1.2317, -3.7055)
C (-1.3883, 0.8791, -4.7223)
C (-1.4806, 0.7093, -1.5525)
S (-0.8925, 1.3271, -0.0038)
N (-1.5606, -0.5693, -1.9258)
C (-1.2133, -1.5297, -1.0995)
O (-0.8021, -1.3656, 0.1231)
C (-1.3358, -2.9237, -1.5247)
C (-2.0046, -3.2198, -2.7163)
C (-2.1251, -4.5331, -3.1260)
C (-1.5818, -5.5519, -2.3522)
C (-0.9145, -5.2639, -1.1672)
C (-0.7933, -3.9525, -0.7482)
H (-0.4693, 4.7454, -2.2688)
H (-0.4248, 3.6516, -3.6472)
H (0.3595, 3.1906, -2.1291)
H (-2.6681, 3.5452, -2.5550)
H (-1.9509, 3.2225, -1.0090)
H (-3.0561, 2.0785, -4.0375)
H (-3.1322, 0.3951, -3.5373)
H (-0.7384, 1.7263, -4.9387)
H (-1.8662, 0.5817, -5.6555)
H (-0.7811, 0.0442, -4.3739)
H (-2.4251, -2.4181, -3.3078)
H (-2.6432, -4.7676, -4.0460)
H (-1.6792, -6.5800, -2.6770)
H (-0.4921, -6.0648, -0.5754)
H (-0.2715, -3.7186, 0.1689)
C (2.9845, -0.2464, 4.6686)
C (4.2313, -0.2831, 4.0616)
C (4.3094, -0.2917, 2.6826)
C (3.1426, -0.2637, 1.9389)
N (1.9278, -0.2172, 2.5302)
C (1.8627, -0.2126, 3.8738)
C (3.0620, -0.2921, 0.4882)
C (4.1690, -0.3539, -0.3552)
C (4.0212, -0.3959, -1.7285)
C (2.7545, -0.3803, -2.2802)
C (1.6220, -0.3171, -1.4676)
C (1.8010, -0.2690, -0.1049)
H (2.8778, -0.2461, 5.7438)
H (5.1342, -0.3078, 4.6579)
H (5.2692, -0.3276, 2.1885)
H (0.8842, -0.1835, 4.3184)
H (5.1632, -0.3761, 0.0732)
H (4.8946, -0.4449, -2.3644)
H (2.6245, -0.4252, -3.3540)
H (0.6628, -0.3199, -1.9393)

# 6
Below is a 2-piece molecular cluster, C28H27F6N4S overall at a distorted geometry, with properties calculated with the ωB97M-V functional and the def2-TZVPD basis.

## Properties
net charge	+1
HOMO	-9.92	eV

Positions of all 66 atoms, in Å:
C (-1.2938, -3.6748, 5.7764)
N (-1.9882, -3.5559, 4.5181)
C (-2.5643, -4.7888, 4.0103)
C (-1.5847, -5.4256, 3.0618)
F (-1.9823, -6.6097, 2.5384)
F (-1.3318, -4.5647, 2.0142)
F (-0.3773, -5.6179, 3.6980)
C (-2.0218, -2.3735, 3.8224)
C (-3.2176, -1.8834, 3.2254)
C (-3.2129, -0.6515, 2.5915)
C (-1.9943, 0.0684, 2.3311)
C (-2.0330, 1.3684, 1.7575)
C (-0.9572, 2.1026, 1.1871)
C (-1.2293, 3.3747, 0.5695)
C (-0.2126, 4.1951, 0.1199)
C (1.1350, 3.7580, 0.1671)
N (2.1757, 4.5885, -0.2122)
C (2.9009, 4.3937, -1.4373)
C (2.6737, 5.6891, 0.6076)
C (3.5979, 5.1228, 1.6453)
F (4.3302, 6.0298, 2.3320)
F (2.8570, 4.3890, 2.5493)
F (4.4782, 4.2314, 1.0621)
C (1.4206, 2.4531, 0.6313)
C (0.4155, 1.7054, 1.2018)
C (-0.8028, -0.6039, 2.7469)
C (-0.8263, -1.6358, 3.6571)
H (-1.2918, -2.7006, 6.2857)
H (-1.8123, -4.3924, 6.4263)
H (-0.2551, -4.0117, 5.6345)
H (-2.7303, -5.4724, 4.8503)
H (-3.4817, -4.5594, 3.4601)
H (-4.1161, -2.4962, 3.3490)
H (-4.1545, -0.2262, 2.2542)
H (-3.0020, 1.8859, 1.7824)
H (-2.2640, 3.6993, 0.4874)
H (-0.3847, 5.1989, -0.2882)
H (2.2526, 3.8824, -2.1598)
H (3.1824, 5.3665, -1.8652)
H (3.8156, 3.8002, -1.2745)
H (3.2416, 6.3697, -0.0348)
H (1.8350, 6.1828, 1.1121)
H (2.4476, 2.0749, 0.6254)
H (0.7438, 0.8096, 1.6940)
H (0.1719, -0.3150, 2.3959)
H (0.0964, -1.9633, 4.1483)
C (-10.5437, 3.9318, 2.3884)
C (-9.2644, 4.5033, 2.4475)
C (-8.1721, 3.6502, 2.5445)
C (-8.2954, 2.2515, 2.5512)
C (-9.5705, 1.6894, 2.5250)
C (-10.6909, 2.5372, 2.4371)
S (-6.7107, 1.4734, 2.5186)
C (-5.8882, 3.0220, 2.4857)
N (-4.6628, 3.4407, 2.4027)
C (-4.7122, 4.9239, 2.4867)
C (-6.1865, 5.3217, 2.4896)
N (-6.8348, 4.0272, 2.5598)
H (-11.4274, 4.5714, 2.3042)
H (-9.0960, 5.5793, 2.4027)
H (-9.6501, 0.6053, 2.5699)
H (-11.6921, 2.0981, 2.3997)
H (-4.2488, 5.2780, 3.4193)
H (-4.1930, 5.3643, 1.6273)
H (-6.4377, 5.9362, 3.3552)
H (-6.4512, 5.8456, 1.5679)

E_tot (computed, hartree): -4705.39973; -6468.55028; -9066.71357; -17252.06271; -4552.21028; -2299.32572